Formula: C20H26N2O3
Source: OMol25
Level of theory: ωB97M-V with the def2-TZVPD basis set

The SMILES is CN(C(=O)CCCOc1ccc2[nH]c(=O)ccc2c1)C1CCCCC1. As for the lowest unoccupied orbital energy: 0.4471 eV. As for the multiplicity: 1. The HOMO-LUMO gap is 8.28 eV.

Each line ends with the natural charge from an NBO analysis.
Cartesian coordinates (Å):
C1 1.5777 0.4227 1.6253  -0.422
N1 0.4300 -0.4339 1.4029  -0.445
C2 -0.7845 0.1651 1.3652  0.705
O1 -0.8924 1.3810 1.3731  -0.656
C3 -2.0536 -0.6811 1.3665  -0.499
H1 -1.8792 -1.7513 1.3068  0.205
C4 -2.9695 -0.2252 0.2292  -0.427
C5 -2.4763 -0.7430 -1.1249  -0.062
H2 -3.1054 -0.3537 -1.9359  0.179
H3 -2.5354 -1.8364 -1.1435  0.189
O2 -1.1133 -0.4727 -1.3750  -0.509
C6 -0.7168 0.7971 -1.6724  0.282
C7 -1.5459 1.8819 -1.8699  -0.241
C8 -1.0080 3.1381 -2.1724  -0.128
C9 0.3845 3.2952 -2.2817  0.247
C10 1.2153 2.1869 -2.0988  -0.241
C11 0.6708 0.9632 -1.8039  -0.211
H4 1.2974 0.0963 -1.6675  0.219
H5 2.2857 2.3014 -2.1894  0.211
N2 0.8936 4.5306 -2.5747  -0.581
C12 0.1564 5.6795 -2.7829  0.611
O3 0.7178 6.7279 -3.0448  -0.621
C13 -1.2797 5.4941 -2.6632  -0.296
C14 -1.8227 4.2956 -2.3747  -0.116
H6 -2.8947 4.1845 -2.2874  0.213
H7 -1.8839 6.3744 -2.8166  0.231
H8 1.8991 4.6339 -2.6444  0.411
H9 -2.6182 1.8000 -1.7933  0.216
H10 -2.9884 0.8654 0.2384  0.234
H11 -3.9843 -0.5954 0.3846  0.215
H12 -2.5464 -0.4665 2.3182  0.241
C15 0.6586 -1.8686 1.3336  -0.030
C16 0.6365 -2.5077 2.7291  -0.412
C17 0.7696 -4.0238 2.6204  -0.397
C18 2.0521 -4.3972 1.8833  -0.397
C19 2.0841 -3.7441 0.5049  -0.396
C20 1.9686 -2.2262 0.6275  -0.398
H13 1.9832 -1.7745 -0.3656  0.211
H14 2.8235 -1.8527 1.1919  0.201
H15 3.0149 -3.9993 -0.0054  0.211
H16 1.2577 -4.1262 -0.0987  0.195
H17 2.1203 -5.4819 1.7828  0.210
H18 2.9142 -4.0606 2.4634  0.194
H19 0.7695 -4.4669 3.6180  0.212
H20 -0.0896 -4.4252 2.0775  0.192
H21 1.4638 -2.1109 3.3209  0.199
H22 -0.2928 -2.2456 3.2388  0.210
H23 -0.1408 -2.3045 0.7277  0.204
H24 2.1535 0.0691 2.4816  0.189
H25 1.2038 1.4242 1.8303  0.255
H26 2.2197 0.4670 0.7453  0.192

Formula: C30H67N7O10
Source: OMol25
Level of theory: ωB97M-V with the def2-TZVPD basis set

The SMILES is CNC(C)=O.CNC(C)=O.CNC(C)=O.CNC(C)=O.CNC(C)=O.CNC(C)=O.CNC(C)=O.CC(C)=O.CC(C)=O.CC(C)=O. As for the lowest unoccupied orbital energy: 0.5840 eV. As for the multiplicity: 1. The HOMO-LUMO gap is 8.74 eV.

Each line ends with the Löwdin charge.
Cartesian coordinates (Å):
C1 15.5134 18.0107 15.8745  -0.018
C2 14.3691 18.0553 14.8600  -0.449
O1 13.8827 19.0794 14.3593  0.057
C3 13.8439 16.7015 14.4147  -0.031
H1 15.9373 17.0227 15.6949  0.068
H2 15.1027 18.1828 16.8694  0.086
H3 16.3002 18.7350 15.6639  0.070
H4 13.2147 16.2394 15.1753  0.085
H5 14.6231 15.9758 14.1820  0.073
H6 13.2971 16.8310 13.4807  0.077
C4 8.6141 24.3074 14.6534  0.004
C5 8.5351 24.9817 13.2752  -0.400
O2 9.3898 25.8462 12.9890  -0.010
C6 7.4303 24.5868 12.3000  -0.002
H7 7.9490 24.8218 15.3471  0.090
H8 9.6173 24.4492 15.0552  0.055
H9 8.2933 23.2745 14.5185  0.085
H10 6.5128 25.0742 12.6299  0.089
H11 7.2361 23.5146 12.3270  0.086
H12 7.5722 24.9670 11.2884  0.065
C7 10.1163 17.8488 9.8286  -0.032
C8 10.2137 18.0925 11.2724  -0.538
O3 11.2939 18.3435 11.6913  0.089
C9 8.9172 18.0638 12.0350  -0.020
H13 10.8980 17.1475 9.5364  0.091
H14 10.4372 18.7261 9.2671  0.083
H15 9.1034 17.5596 9.5486  0.074
H16 8.2403 17.3727 11.5328  0.069
H17 8.4174 19.0324 12.0216  0.088
H18 8.9344 17.7575 13.0810  0.079
C10 13.7521 24.6461 8.8978  0.012
C11 13.4006 23.1628 9.0616  -0.590
O4 13.4579 22.6019 10.1261  0.043
N1 13.0011 22.4366 8.0381  0.019
C12 12.9625 22.9069 6.6260  -0.049
H19 13.4505 25.1527 9.8145  0.068
H20 13.2540 25.1700 8.0820  0.073
H21 14.8412 24.6468 8.8549  0.087
H22 12.8312 21.4629 8.2460  0.143
H23 13.7918 23.5581 6.3495  0.082
H24 12.0576 23.5008 6.4973  0.065
H25 12.7868 21.9688 6.0995  0.085
C13 10.4837 20.4087 14.4940  0.017
C14 11.1015 21.4194 13.5221  -0.495
O5 11.3863 21.0613 12.3742  0.015
N2 11.4403 22.6575 13.9732  0.055
C15 12.1398 23.6656 13.0917  -0.034
H26 10.4360 20.8739 15.4786  0.058
H27 11.1562 19.5512 14.5185  0.073
H28 9.5128 19.9757 14.2535  0.045
H29 11.1212 22.9051 14.8989  0.060
H30 11.4119 24.4252 12.8066  0.055
H31 12.4826 23.2099 12.1627  0.050
H32 13.0196 24.1005 13.5660  0.051
C16 13.5310 22.6484 16.8758  0.006
C17 12.3527 23.5676 17.1137  -0.497
O6 11.2379 23.0693 16.9650  0.000
N3 12.5502 24.8978 17.5069  0.034
C18 11.4224 25.8367 17.6331  -0.067
H33 14.4409 23.1493 16.5450  0.061
H34 13.2982 21.9391 16.0815  0.077
H35 13.6211 21.8976 17.6608  0.091
H36 13.4588 25.2930 17.7030  0.129
H37 10.9341 25.9663 18.5989  0.082
H38 10.6146 25.5036 16.9814  0.065
H39 11.6428 26.8530 17.3064  0.058
C19 9.1898 28.7332 14.8841  -0.001
C20 10.6584 28.4530 15.1807  -0.559
O7 11.1676 28.9894 16.1657  0.001
N4 11.2734 27.5738 14.3806  0.032
C21 12.7088 27.2532 14.3926  -0.048
H40 8.9147 28.4430 13.8701  0.066
H41 8.9336 29.7664 15.1182  0.082
H42 8.5109 28.1688 15.5233  0.077
H43 10.6527 26.9928 13.8354  0.073
H44 13.1597 27.6177 15.3156  0.078
H45 13.2986 27.7023 13.5935  0.075
H46 12.8140 26.1758 14.2646  0.054
C22 7.2703 19.7768 17.3061  0.016
C23 6.6188 19.3343 15.9578  -0.475
O8 7.0828 19.6648 14.8330  -0.030
N5 5.5106 18.5513 15.9286  -0.003
C24 4.8255 17.9746 17.0858  -0.086
H47 7.1448 19.0586 18.1164  0.067
H48 7.0383 20.8020 17.5944  0.085
H49 8.3392 19.7656 17.0931  0.072
H50 5.1283 18.1954 15.0642  0.137
H51 3.8746 17.5966 16.7102  0.082
H52 4.6770 18.6581 17.9218  0.081
H53 5.4238 17.1394 17.4500  0.080
C25 16.3936 22.0703 14.7840  -0.022
C26 15.7523 22.7657 13.6352  -0.582
O9 15.1023 22.0344 12.8255  0.029
N6 16.0716 24.0112 13.4645  0.010
C27 15.5903 24.7925 12.2845  -0.031
H54 16.4925 22.7430 15.6360  0.068
H55 17.3626 21.7497 14.4014  0.090
H56 15.9181 21.1211 15.0309  0.067
H57 16.9520 24.3261 13.8464  0.140
H58 14.5856 24.5097 11.9704  0.054
H59 16.3109 24.5543 11.5021  0.087
H60 15.6597 25.8337 12.5994  0.077
C28 9.8456 25.5342 9.2461  0.021
C29 9.6829 24.3280 8.3403  -0.578
O10 9.3993 24.4851 7.1667  0.007
N7 9.7323 23.0695 8.7968  0.031
C30 10.0967 22.4669 10.0922  -0.061
H61 9.1609 25.5230 10.0942  0.046
H62 9.5496 26.3624 8.6022  0.088
H63 10.8621 25.5281 9.6395  0.072
H64 9.7126 22.3648 8.0735  0.133
H65 10.9648 21.8164 9.9857  0.058
H66 9.2773 21.8445 10.4517  0.078
H67 10.3888 23.1811 10.8620  0.069

Formula: F3Pb4
Source: OMol25
Level of theory: ωB97M-V with the def2-TZVPD basis set

As for the lowest unoccupied orbital energy: -21.7980 eV. As for the multiplicity: 1. The charge is +5. The HOMO-LUMO gap is 8.07 eV.

Each line ends with the natural charge from an NBO analysis.
Cartesian coordinates (Å):
Pb1 -1.4043 2.1342 0.0170  1.921
Pb2 -1.0250 -1.4187 -2.1115  1.935
Pb3 0.1345 -1.1662 2.3073  1.903
Pb4 2.3329 0.6192 -0.9161  1.905
F1 2.5223 -0.3593 1.7086  -0.832
F2 0.0710 -0.0880 0.0492  -0.959
F3 -2.6312 0.2788 -1.0545  -0.873

Formula: C10H24N4Sr
Source: OMol25
Level of theory: ωB97M-V with the def2-TZVPD basis set

As for the lowest unoccupied orbital energy: -6.7618 eV. As for the multiplicity: 1. The charge is +2. The HOMO-LUMO gap is 10.20 eV.

Each line ends with the natural charge from an NBO analysis.
Cartesian coordinates (Å):
Sr1 -0.0001 -1.2814 -1.2806  1.843
C1 1.8527 1.7074 -0.4606  -0.439
C2 0.9792 2.0707 -1.6622  -0.231
N1 -0.1896 1.1713 -1.8667  -0.746
C3 -1.3999 1.6704 -1.1749  -0.250
C4 -2.5840 0.7378 -1.3967  -0.248
N2 -2.3998 -0.6059 -0.7946  -0.749
C5 -2.8926 -0.7136 0.6093  -0.234
C6 -1.8516 -0.4602 1.7077  -0.439
C7 -0.9796 -1.6630 2.0704  -0.232
N3 0.1899 -1.8672 1.1719  -0.746
C8 1.3992 -1.1738 1.6713  -0.250
C9 2.5841 -1.3950 0.7395  -0.248
N4 2.3996 -0.7952 -0.6053  -0.749
C10 2.8926 0.6083 -0.7156  -0.234
H1 1.2254 1.4625 0.4001  0.196
H2 2.4068 2.6070 -0.1906  0.261
H3 1.5897 2.0504 -2.5659  0.218
H4 0.6218 3.0960 -1.5388  0.217
H5 -0.4079 1.2202 -2.8611  0.386
H6 -1.6690 2.6647 -1.5418  0.228
H7 -1.1840 1.7665 -0.1111  0.204
H8 -2.7267 0.6108 -2.4735  0.211
H9 -3.4837 1.2180 -1.0040  0.230
H10 -2.9979 -1.2277 -1.3347  0.394
H11 -3.2907 -1.7210 0.7407  0.217
H12 -3.7299 -0.0247 0.7456  0.216
H13 -2.4050 -0.1893 2.6076  0.261
H14 -1.2232 0.3997 1.4624  0.196
H15 -1.5908 -2.5662 2.0482  0.218
H16 -0.6232 -1.5414 3.0962  0.217
H17 0.4090 -2.8614 1.2218  0.386
H18 1.6681 -1.5399 2.6659  0.228
H19 1.1820 -0.1102 1.7665  0.204
H20 2.7286 -2.4718 0.6141  0.211
H21 3.4829 -1.0002 1.2195  0.230
H22 2.9976 -1.3364 -1.2262  0.394
H23 3.2881 0.7385 -1.7243  0.217
H24 3.7318 0.7451 -0.0292  0.216

Formula: C15H31MnNO3P2
Source: OMol25
Level of theory: ωB97M-V with the def2-TZVPD basis set

As for the lowest unoccupied orbital energy (spin up / spin down): -0.1830 / -2.2065 eV. As for the multiplicity: 6. The HOMO-LUMO gap (spin up / spin down) is 3.04 / 2.54 eV.

Each line ends with the natural charge from an NBO analysis.
Cartesian coordinates (Å):
P1 -2.1266 0.6617 -1.7073  1.593
P2 -2.3234 -1.4519 1.6255  1.941
C1 -1.0159 0.1693 -0.3164  -0.752
C2 -1.2354 -1.2859 0.1318  -0.791
H1 -1.3231 0.8810 0.4689  0.252
H2 0.1052 0.3776 -0.5165  0.223
H3 -1.7247 -1.9091 -0.6392  0.226
H4 -0.2624 -1.7636 0.3548  0.271
C3 -1.5120 -0.4409 2.9100  -1.022
H5 -2.1720 -0.4157 3.7831  0.252
H6 -1.3453 0.5831 2.5550  0.253
H7 -0.5541 -0.8986 3.1809  0.259
C4 -2.2751 -3.1583 2.2161  -1.011
H8 -1.3621 -3.3490 2.7939  0.253
H9 -2.3392 -3.8456 1.3630  0.252
H10 -3.1571 -3.2830 2.8525  0.265
C5 -1.4816 2.3133 -1.9939  -0.972
H11 -2.2052 2.8751 -2.6016  0.246
H12 -0.5118 2.2539 -2.5061  0.280
H13 -1.3384 2.8194 -1.0253  0.277
C6 -1.7225 -0.3930 -3.0941  -0.977
H14 -1.6091 -1.4335 -2.7652  0.268
H15 -0.7832 -0.0612 -3.5590  0.283
H16 -2.5348 -0.3254 -3.8327  0.256
Mn1 1.9396 0.7370 0.1704  0.570
C7 2.7292 -0.9588 0.6911  -0.561
C8 3.0041 0.0995 1.6487  -0.474
C9 4.0741 1.1334 1.3967  -0.444
C10 4.2324 1.6455 -0.0628  -0.454
C11 3.0411 1.7491 -0.9921  -0.459
C12 2.4843 0.6186 -1.7322  -0.562
C13 3.2399 -0.6902 -1.8468  -0.417
C14 3.6462 -1.3004 -0.4799  -0.430
C15 -3.8526 0.7167 -1.3103  -1.013
H17 1.9691 -1.7169 0.9284  0.191
H18 2.4582 0.1555 2.6050  0.215
H19 5.0514 0.6952 1.6611  0.193
H20 3.9686 1.9896 2.0801  0.216
H21 4.6165 2.6794 0.0221  0.223
H22 5.0383 1.0801 -0.5562  0.203
H23 2.6114 2.7602 -1.1215  0.218
H24 1.6940 0.8060 -2.4756  0.184
H25 4.1508 -0.5484 -2.4451  0.175
H26 2.6230 -1.4085 -2.4093  0.188
H27 3.6281 -2.3945 -0.5878  0.199
H28 4.6787 -1.0181 -0.2334  0.198
H29 -4.3863 -0.0288 -1.9160  0.267
H30 -4.2242 1.7181 -1.5535  0.268
H31 -4.0435 0.5062 -0.2444  0.334
O1 -5.3332 0.3620 3.1605  -0.243
N1 -4.3207 0.8929 2.7321  0.536
O2 -4.2014 1.8004 1.9172  -0.304
O3 -3.7074 -1.0004 1.2757  -1.142

Formula: C5H7NO
Source: OMol25
Level of theory: ωB97M-V with the def2-TZVPD basis set

The SMILES is CC1=CNC(=O)C1. As for the lowest unoccupied orbital energy: 0.6310 eV. As for the multiplicity: 1. The HOMO-LUMO gap is 10.00 eV.

Each line ends with the natural charge from an NBO analysis.
Cartesian coordinates (Å):
C1 -0.2583 -1.4577 -1.2039  -0.635
C2 -0.1612 -0.3622 -0.1924  -0.013
C3 -1.0137 -0.0797 0.8005  -0.051
N1 -0.6576 1.1338 1.5098  -0.668
C4 0.7979 1.1461 1.2741  0.726
O1 1.6404 1.4682 2.0524  -0.488
C5 0.8262 0.7786 -0.1987  -0.545
H1 -1.1590 -2.0517 -1.0238  0.224
H2 0.6031 -2.1353 -1.1944  0.224
H3 -0.3309 -1.0336 -2.2124  0.221
H4 -1.9336 -0.5914 1.0586  0.211
H5 -0.8422 1.8841 0.7878  0.346
H6 1.7735 0.6909 -0.7273  0.241
H7 0.2317 1.6885 -0.5181  0.207